(1)
DFT (ωB97M-V with the def2-TZVPD basis set) results for C45H62BN8O4Se3W as an isolated structure.

Calculated values
Expectation value of S² ... 0.759
Frontier orbital gap (alpha / beta) ... 5.7264 / 5.7868 eV
Maximum force ... 1.59 eV/A

```
! wB97M-V def2-TZVPD RIJCOSX def2/J DEFGRID3
* xyz 2 2
W -1.055 0.945 0.115
C -3.324 -1.876 2.544
C -3.015 -1.280 1.338
N -2.252 -0.199 1.542
N -2.029 -0.099 2.891
C -2.692 -1.098 3.499
B -1.587 1.290 3.486
N -0.194 1.817 2.931
C 0.795 2.380 3.636
C 1.591 3.128 2.784
C 1.015 2.974 1.535
N -0.069 2.192 1.629
N -2.596 2.266 2.858
C -3.528 3.056 3.412
C -4.217 3.691 2.402
C -3.637 3.217 1.234
N -2.656 2.348 1.505
N -1.504 1.312 4.977
C -1.478 2.406 5.800
C -1.121 1.988 7.050
C -0.917 0.600 6.909
N -1.134 0.204 5.673
H -3.946 -2.738 2.706
H -3.307 -1.573 0.342
H -2.648 -1.203 4.566
H 0.884 2.234 4.700
H 2.457 3.713 3.038
H 1.313 3.400 0.589
H -3.648 3.097 4.482
H -5.026 4.394 2.498
H -3.901 3.462 0.221
H -1.702 3.395 5.432
H -1.018 2.585 7.940
H -0.620 -0.116 7.659
C 0.172 -7.008 0.026
C -0.362 -5.993 1.048
C 0.485 -6.086 2.319
C -1.818 -6.347 1.404
C -0.366 -4.589 0.461
C 0.215 -3.507 1.112
C 0.030 -2.240 0.594
Se 0.637 -0.694 1.571
C 2.163 0.010 0.623
C 3.436 -0.173 1.130
C 4.507 0.464 0.515
C 4.241 1.164 -0.664
C 2.975 1.353 -1.207
C 1.901 0.838 -0.465
O 0.592 1.164 -0.694
C 2.795 2.104 -2.530
C 1.828 1.353 -3.464
C 2.287 3.525 -2.248
C 4.125 2.214 -3.288
C 5.908 0.466 1.112
C 6.008 -0.430 2.348
C 6.940 -0.005 0.077
C 6.227 1.913 1.528
C -0.748 -1.990 -0.534
O -1.075 -0.685 -0.773
C -1.208 -3.070 -1.299
C -1.015 -4.334 -0.748
C -1.922 -2.918 -2.647
C -1.878 -4.232 -3.442
C -1.248 -1.852 -3.527
C -3.397 -2.561 -2.404
H 0.160 -8.005 0.468
H -0.436 -7.038 -0.878
H 1.198 -6.769 -0.258
H 0.468 -7.113 2.682
H 1.526 -5.817 2.129
H 0.090 -5.451 3.114
H -1.856 -7.338 1.859
H -2.226 -5.629 2.119
H -2.455 -6.355 0.518
H 0.792 -3.632 2.017
H 3.571 -0.796 2.002
H 5.077 1.594 -1.197
H 0.889 1.095 -2.983
H 1.606 1.973 -4.335
H 2.287 0.429 -3.818
H 1.285 3.518 -1.809
H 2.960 4.048 -1.567
H 2.239 4.091 -3.181
H 4.612 1.241 -3.374
H 3.932 2.582 -4.295
H 4.811 2.915 -2.810
H 5.754 -1.466 2.116
H 7.032 -0.415 2.720
H 5.363 -0.074 3.155
H 6.753 -1.040 -0.215
H 6.927 0.610 -0.823
H 7.940 0.056 0.506
H 5.491 2.279 2.249
H 7.209 1.956 1.999
H 6.235 2.584 0.667
H -1.403 -5.178 -1.300
H -0.867 -4.640 -3.479
H -2.550 -4.982 -3.023
H -2.203 -4.041 -4.464
H -0.258 -2.190 -3.840
H -1.847 -1.685 -4.424
H -1.129 -0.899 -3.019
H -3.864 -3.291 -1.740
H -3.508 -1.566 -1.964
H -3.939 -2.567 -3.351
O -2.127 3.951 -5.620
C -2.678 2.764 -5.120
C -2.811 2.762 -3.563
C -3.908 3.765 -3.150
O -3.629 5.101 -3.511
C -3.196 1.358 -3.142
Se -3.335 1.091 -1.164
C -1.433 3.109 -3.022
Se -1.348 3.290 -1.048
H -2.712 4.689 -5.407
H -2.001 1.963 -5.427
H -3.670 2.558 -5.541
H -4.097 3.680 -2.075
H -4.831 3.494 -3.665
H -3.073 5.526 -2.852
H -2.480 0.626 -3.511
H -4.197 1.091 -3.484
H -1.106 4.072 -3.412
H -0.708 2.352 -3.312
*
```

Results of the Löwdin charge analysis, in e, for atoms 1 through 5: 1.47, 0.01, -0.11, -0.17, 0.01



(2)
DFT (ωB97M-V with the def2-TZVPD basis set) results for a single C22H30N4O3S molecule.

Calculated values
Frontier orbital gap ... 8.0554 eV
SMILES ... CC[C@H]1CCCCN1CCCNC(=O)c1nn(C)c2c1CS(=O)(=O)c1ccccc1-2
Maximum force ... 1.03 eV/A

```
! wB97M-V def2-TZVPD RIJCOSX def2/J DEFGRID3
* xyz 0 1
C -1.272 -3.109 0.573
C -2.376 -2.083 0.801
C -2.636 -1.210 -0.444
C -3.389 -1.959 -1.549
C -4.850 -2.202 -1.186
C -5.507 -0.870 -0.846
C -4.716 -0.165 0.251
N -3.345 0.038 -0.178
C -2.619 0.969 0.662
C -2.906 2.421 0.263
C -1.962 3.391 0.980
N -0.590 3.193 0.580
C 0.268 2.432 1.290
O 0.055 2.028 2.420
C 1.510 2.108 0.558
N 1.877 2.705 -0.574
N 2.991 2.116 -0.979
C 3.587 2.532 -2.215
C 3.363 1.113 -0.143
C 2.417 1.085 0.880
C 2.362 0.073 1.952
S 2.722 -1.476 1.066
O 2.915 -2.573 1.973
O 1.763 -1.644 0.006
C 4.306 -1.071 0.304
C 5.297 -2.026 0.257
C 6.500 -1.734 -0.367
C 6.688 -0.485 -0.938
C 5.689 0.473 -0.896
C 4.472 0.188 -0.277
H -1.083 -3.665 1.489
H -1.551 -3.820 -0.201
H -0.345 -2.622 0.276
H -3.290 -2.596 1.103
H -2.076 -1.428 1.622
H -1.654 -0.924 -0.844
H -2.886 -2.904 -1.757
H -3.353 -1.351 -2.455
H -4.921 -2.876 -0.330
H -5.367 -2.676 -2.023
H -6.538 -1.020 -0.518
H -5.516 -0.235 -1.733
H -4.776 -0.747 1.188
H -5.160 0.814 0.443
H -2.847 0.843 1.733
H -1.552 0.778 0.528
H -3.933 2.688 0.512
H -2.785 2.516 -0.818
H -2.247 4.425 0.768
H -2.002 3.221 2.059
H -0.332 3.409 -0.371
H 3.905 1.664 -2.791
H 4.443 3.188 -2.037
H 2.834 3.087 -2.771
H 1.384 0.047 2.426
H 3.144 0.182 2.701
H 5.110 -2.981 0.722
H 7.286 -2.472 -0.403
H 7.626 -0.250 -1.419
H 5.869 1.446 -1.323
*
```

Results of the Löwdin charge analysis, in e, for atoms 1 through 5: -0.09, -0.20, -0.32, -0.15, -0.20



(3)
DFT (ωB97M-V with the def2-TZVPD basis set) results for C3H6ClN as an isolated structure.

Calculated values
Frontier orbital gap ... 9.9067 eV
Maximum force ... 7.85 eV/A

```
! wB97M-V def2-TZVPD RIJCOSX def2/J DEFGRID3
* xyz 0 1
C 0.206 0.009 -0.492
C -0.272 1.144 0.276
C -1.119 -0.102 0.289
H 1.380 -1.924 -0.765
H 1.605 -0.763 0.443
H -0.028 0.281 -1.605
H 0.186 1.586 1.183
H -0.569 2.159 -0.608
H -2.243 -0.108 0.404
N 1.420 -0.854 -0.509
Cl -0.566 -1.430 1.385
*
```

Results of the Löwdin charge analysis, in e, for atoms 1 through 5: -0.49, -0.18, -0.56, 0.13, -0.01



(4)
DFT (ωB97M-V with the def2-TZVPD basis set) results for C11H10BrNSSn as an isolated structure.

Calculated values
Frontier orbital gap ... 6.3489 eV
Maximum force ... 3.70 eV/A

```
! wB97M-V def2-TZVPD RIJCOSX def2/J DEFGRID3
* xyz 0 1
C -1.634 -0.726 -1.384
C -1.615 -1.189 -0.015
C -1.997 -0.123 0.820
H -1.383 -2.216 0.295
C -2.321 1.012 -0.003
C -2.100 0.653 -1.342
H -2.226 1.288 -2.228
H -1.577 -1.350 -2.279
H -2.082 -0.148 1.906
H -2.678 1.981 0.374
Sn 0.902 -0.763 -1.511
Br 1.126 -3.285 -1.723
C 2.255 0.819 -3.291
C 1.229 1.582 -3.884
C 0.256 0.709 -4.434
H 1.218 2.671 -3.983
C 0.647 -0.625 -4.198
C 1.949 -0.588 -3.526
H 2.673 -1.407 -3.517
H 3.213 1.178 -2.916
H -0.625 1.026 -4.997
H 0.185 -1.531 -4.587
S 2.552 -0.393 0.359
C 1.433 0.426 1.292
N 0.601 0.999 1.905
*
```

Results of the Löwdin charge analysis, in e, for atoms 1 through 5: -0.25, -0.19, -0.12, 0.10, -0.08